# C3H4N4O

One molecule with the formula C3H4N4O (the ωB97M-V functional and the def2-TZVPD basis, OMol25).

Summary:
Structure (SMILES): [H]/N=N/c1c[nH]c(=O)[nH]1
Gap between HOMO and LUMO (eV): 8.481
Electronic energy (hartree): -410.84431
Energy above the lowest of the compared OMol25 structures with the same formula, charge and spin (eV): 4.326
LUMO (hartree): -0.00207
E_HOMO (Ha): -0.31372

Last column: natural (NBO) charge in e.
Atoms and positions in Å:
N1 -1.5757 0.9623 0.1251  -0.63
H1 3.8828 -0.5307 0.0628  0.34
O1 -2.6055 -1.1898 -0.1888  -0.62
H2 -0.3712 -2.1027 0.3247  0.48
C1 -1.5948 -0.5581 0.0557  0.75
H3 -2.4972 1.5916 0.3848  0.47
C2 -0.2392 1.1935 -0.0879  0.05
N2 -0.3403 -0.9818 -0.0333  -0.64
N3 2.8283 -0.8115 0.0999  -0.40
C3 0.5148 0.1166 -0.3298  0.14
H4 0.0643 2.1746 -0.2691  0.22
N4 1.9337 0.1358 -0.1442  -0.17

# C37H62BN19O5P2

C37H62BN19O5P2 as an isolated structure (the ωB97M-V functional and the def2-TZVPD basis, OMol25).

Summary:
Gap between HOMO and LUMO (eV): 8.443
Electronic energy (hartree): -3571.18883
LUMO (hartree): -0.00024
E_HOMO (Ha): -0.31051

Last column: Löwdin charge in e.
Atoms and positions in Å:
C1 -0.7795 -2.8050 0.3027  -0.23
H1 2.5598 -7.2412 5.3726  0.09
H2 -8.2110 3.6871 -3.5971  0.08
C2 3.0291 -6.2785 5.5643  -0.07
O1 0.0356 -0.2594 0.5844  -0.10
P1 0.4307 -1.6106 -0.1011  0.33
H3 -1.7109 -2.2787 0.4930  0.05
H4 1.1374 1.8430 -1.7486  0.07
H5 2.7391 2.5992 -1.7376  0.05
C3 -1.4451 3.6374 -2.8188  -0.27
H6 -0.9013 -3.5146 -0.4992  0.05
C4 2.3604 1.4121 -3.4070  -0.29
H7 5.1690 3.3549 -6.2764  0.09
H8 -6.7752 3.7618 -4.6139  0.08
O2 1.4679 -5.5514 0.9458  -0.16
O3 0.4608 -1.3228 -1.6478  -0.12
H9 -4.8013 -0.7859 4.1554  0.06
H10 0.6406 -7.7586 -1.4022  0.08
H11 1.5407 -0.5054 5.0534  0.09
H12 3.4484 2.9891 -6.2048  0.07
H13 1.4794 3.2170 -2.7899  0.04
N1 5.3113 -0.4536 5.2629  0.14
C5 -1.9338 -3.2431 5.6506  -0.07
N2 -0.6083 4.2670 -2.3506  0.14
H14 -9.4919 -0.0394 2.3452  0.09
B1 -0.2407 -3.3695 1.6391  -0.24
H15 2.3089 -5.1787 1.2511  0.08
H16 -3.1482 2.4436 -2.6164  0.05
H17 5.8940 -3.6385 -2.4700  0.07
C6 -4.9096 2.7823 4.5245  -0.27
C7 -7.1768 4.0234 -3.6365  -0.07
C8 1.9024 2.3114 -2.3674  -0.08
H18 3.5671 -0.4721 -2.2284  0.04
H19 2.7457 -5.6023 4.7657  0.03
H20 -5.9710 0.3319 -1.5465  0.08
N3 -4.7868 3.5236 -1.0740  0.16
H21 4.5141 -1.9085 -1.8703  0.07
H22 -2.0714 1.9645 -3.9332  0.09
H23 5.2740 3.6873 0.2416  0.08
C9 -4.2404 6.0235 -0.6215  -0.05
H24 4.5010 7.6353 -9.3438  0.05
C10 4.7119 9.0277 -10.9115  -0.29
H25 5.9183 -2.0080 2.5984  0.08
C11 3.9210 4.8461 -7.0676  -0.26
N4 2.7554 0.6668 -4.1852  0.14
C12 2.4590 -2.3241 4.5864  -0.24
C13 -4.2227 -0.3648 -0.6171  -0.25
C14 5.7604 -4.2940 -3.3281  -0.07
H26 3.2726 7.5302 -10.5937  0.08
H27 -4.2440 6.5736 -1.5605  0.08
H28 7.4576 -1.3072 3.1140  0.08
H29 -5.3055 1.4059 -0.3211  0.03
H30 -8.5504 0.4841 3.7501  0.08
N5 -2.1010 -1.4802 3.7515  0.16
N6 5.0147 10.0616 -11.3041  0.11
N7 4.1450 -6.2401 -2.7347  0.13
C15 2.6056 -5.7389 6.8443  -0.29
H31 3.3485 -1.3017 -0.6835  0.05
N8 -4.5782 -2.1798 6.9652  0.14
N9 -0.9318 -6.1896 1.7072  -0.16
N10 2.8272 -3.1010 3.8245  0.17
H32 1.2435 -4.3665 3.5520  -0.01
H33 5.9225 5.2789 -0.1823  0.08
C16 4.3289 7.7164 -10.4136  -0.10
O4 1.7400 -2.0858 0.4003  -0.29
N11 0.3585 -4.7164 -2.0237  0.17
C17 -4.5433 4.6249 -0.8635  -0.24
C18 -2.4900 2.8155 -3.3985  -0.07
C19 5.7893 -0.7456 4.2621  -0.27
H34 6.7662 3.8062 -0.6885  0.09
H35 4.9035 6.9365 -10.9091  0.08
H36 -3.0896 3.3934 -4.1002  0.08
C20 -8.5952 0.4892 2.6629  -0.05
C21 5.0240 4.2396 -1.7644  -0.25
P2 0.2449 -5.2086 1.9180  0.44
C22 5.7888 4.2565 -0.5297  -0.06
N12 4.4303 4.2241 -2.7451  0.16
N13 -3.2263 -0.9318 -0.6213  0.16
C23 4.0878 -1.0068 -1.4371  -0.05
H37 -0.1377 -2.6136 2.5444  0.03
H38 -6.6086 3.4857 -2.8787  0.05
H39 4.1448 4.1625 -5.0896  0.03
H40 0.7052 -2.1629 -2.0843  0.07
C24 -5.5441 -0.8526 4.9492  -0.08
H41 0.6046 -7.6473 -3.1650  0.08
H42 -3.3957 2.3787 5.9158  0.09
N14 2.2744 -5.2872 7.8453  0.12
H43 1.2478 -1.8125 6.2118  0.08
H44 -6.4347 -1.3136 4.5284  0.07
N15 -6.9845 6.5800 -3.2098  0.13
H45 -2.7313 -3.9705 5.5164  0.09
C25 1.9916 -1.3564 5.5601  -0.05
H46 -3.2598 6.1208 -0.1596  0.09
H47 2.8248 -1.0034 6.1650  0.07
C26 4.8597 -5.3836 -2.9951  -0.28
N16 3.7116 5.6821 -7.8241  0.14
H48 6.2719 -0.3130 2.2639  0.05
H49 -4.9886 6.4615 0.0358  0.09
H50 -2.0966 -2.7543 6.6076  0.06
H51 -6.1484 -0.0745 0.1615  -0.02
C27 0.1398 -7.2911 -2.2481  -0.06
C28 0.2598 -5.8499 -2.1522  -0.25
C29 6.3939 -1.1120 2.9947  -0.07
C30 -5.0354 -1.6183 6.0749  -0.26
O5 0.7994 -5.2284 3.4184  -0.20
H52 -0.9876 -3.7833 5.6795  0.07
N17 5.9331 0.4457 -0.3286  0.12
C31 -5.4764 0.3637 -0.5767  -0.11
H53 4.1097 -6.4081 5.5394  0.08
C32 -3.6097 3.0726 5.1050  -0.06
C33 -7.4107 -0.1422 2.1075  -0.23
H54 -5.8029 0.1595 5.2542  0.05
C34 5.1103 -0.1803 -0.8283  -0.26
H55 -8.6580 1.5234 2.3323  0.09
H56 -0.6826 -6.8677 0.9945  -0.04
C35 4.1838 3.7868 -6.1103  -0.08
C36 -7.0837 5.4549 -3.4081  -0.29
H57 5.3628 -3.7027 -4.1511  0.09
C37 -1.9849 -2.2672 4.5786  -0.28
N18 -6.4676 -0.6346 1.6805  0.16
N19 -5.9320 2.5332 4.0694  0.14
H58 6.7378 -4.6704 -3.6226  0.08
H59 -2.8304 2.9732 4.3521  0.09
H60 -0.9081 -7.5850 -2.2445  0.09
H61 0.8602 0.1526 0.8886  0.10
H62 -3.5889 4.0861 5.5001  0.08

# C3H17O8Sr2

C3H17O8Sr2 as an isolated structure (the ωB97M-V functional and the def2-TZVPD basis, OMol25).

Summary:
Net charge: +3
Gap between HOMO and LUMO (eV): 7.091
Electronic energy (hartree): -786.47469
Energy above the lowest of the compared OMol25 structures with the same formula, charge and spin (eV): 10.882
LUMO (hartree): -0.44708
E_HOMO (Ha): -0.70769

Last column: Löwdin charge in e.
Atoms and positions in Å:
H1 0.7044 2.1363 1.8678  0.06
O1 -1.1406 -0.0906 -1.3571  -0.57
O2 -3.0635 -0.0526 0.3070  -0.28
H2 1.9757 1.9758 0.6413  0.08
H3 2.1827 -1.4138 -1.3960  0.00
H4 -1.2305 -2.4704 0.7561  0.15
H5 0.8594 4.3745 1.9150  0.10
O3 0.8551 -3.1998 -0.9560  -0.02
O4 -1.2166 1.7783 0.3304  -0.23
O5 2.5767 -2.1363 -1.8848  -0.04
H6 -0.6153 -0.4803 1.1191  0.11
H7 -0.4427 2.2946 0.1051  0.09
H8 0.7165 0.7728 0.7905  0.05
C1 -0.0282 -0.3550 -0.8934  -0.68
H9 2.5000 -2.8910 -1.3012  0.05
H10 -1.9665 -1.9861 -0.4750  0.12
C2 1.5869 2.6102 1.4378  -0.14
O6 -1.8493 -1.8040 0.4574  0.06
H11 -2.3549 -0.6937 0.3629  -0.14
H12 -3.6807 -0.3170 0.9891  0.15
Sr1 -2.5425 1.1247 -1.1192  1.95
O7 1.3702 4.0241 1.1816  -0.07
H13 1.4229 -3.3468 -1.7125  0.05
C3 0.2974 -0.2126 0.5867  0.09
H14 -1.5727 2.2067 1.1088  0.14
H15 2.3191 2.4959 2.2371  0.12
H16 0.4563 -2.3449 -1.1178  -0.02
O8 0.8282 -0.8519 -1.6331  -0.41
Sr2 0.0515 -0.1276 -3.1380  2.08
H17 1.0011 -1.0197 0.7905  0.15

# C16H14ClN2O6Pd

C16H14ClN2O6Pd as an isolated structure (the ωB97M-V functional and the def2-TZVPD basis, OMol25).

Summary:
Net charge: -1
Gap between HOMO and LUMO (spin up / spin down) (eV): 7.673 / 7.089
Electronic energy (hartree): -1766.90699
Energy above the lowest of the compared OMol25 structures with the same formula, charge and spin (eV): 0.152
LUMO (spin up / spin down) (hartree): 0.11041 / 0.08771
⟨S²⟩: 2.01
2S+1: 3
E_HOMO (spin up / spin down) (Ha): -0.17158 / -0.17279

Last column: natural (NBO) charge in e.
Atoms and positions in Å:
H1 0.4861 1.2484 3.1423  0.19
N1 1.8771 0.2608 1.1287  -0.49
C1 4.0017 -2.6304 0.6710  -0.14
O1 1.4705 -0.8161 -1.9469  -0.86
Cl1 1.1724 0.4581 -2.6261  2.51
C2 1.5968 -3.9042 0.1785  -0.25
C3 -5.4132 0.6807 -0.2323  -0.19
C4 1.5433 -2.5394 0.5772  0.41
H2 1.9049 2.2751 0.6491  0.23
H3 -1.9418 1.9024 2.7508  0.15
C5 -1.7708 1.4932 1.7458  0.19
H4 2.7677 -5.6237 -0.2503  0.20
C6 2.7822 -4.5846 0.0605  -0.19
O2 0.3973 -1.9847 0.7840  -0.73
C7 -4.1770 1.6006 1.5848  -0.13
C8 2.8111 -1.8968 0.7796  -0.25
C9 1.8569 1.6428 1.5392  -0.25
Pd1 0.1358 -0.0354 -0.1579  1.28
H5 4.9384 -2.1163 0.8668  0.19
H6 0.3873 2.9029 2.5008  0.19
H7 -6.3606 0.5163 -0.7345  0.20
O3 -1.9709 -0.1775 -0.7355  -0.72
H8 2.6802 1.9051 2.2130  0.18
C10 2.8994 -0.4931 1.1058  0.18
C11 -5.3895 1.3974 0.9833  -0.33
C12 -2.9636 1.1401 1.0301  -0.28
H9 3.8891 -0.0913 1.3601  0.15
H10 -4.1285 2.1527 2.5193  0.19
C13 -4.2680 0.1858 -0.7872  -0.25
O4 -0.1981 0.4846 -3.0370  -0.81
H11 4.9408 -4.5084 0.2452  0.20
N2 -0.5647 1.4254 1.3244  -0.52
C14 -2.9761 0.3665 -0.1855  0.43
C15 0.5098 1.8501 2.2284  -0.23
H12 0.6485 -4.3859 -0.0238  0.21
O5 2.0609 0.6184 -3.7384  -0.83
H13 -4.2865 -0.3718 -1.7151  0.21
C16 4.0119 -3.9593 0.3232  -0.31
O6 1.4128 1.5259 -1.6462  -0.88
H14 -6.3020 1.7724 1.4271  0.20

# C18H17ClF3N3O5S

One molecule with the formula C18H17ClF3N3O5S (the ωB97M-V functional and the def2-TZVPD basis, OMol25).

Summary:
Structure (SMILES): O=C(Cn1cc(C(F)(F)F)ccc1=O)Nc1cc(S(=O)(=O)N2CCOCC2)ccc1Cl
Gap between HOMO and LUMO (eV): 9.264
Electronic energy (hartree): -2394.60092
LUMO (hartree): -0.00286
E_HOMO (Ha): -0.34330

Last column: natural (NBO) charge in e.
Atoms and positions in Å:
H1 -5.5631 -0.0290 -1.6724  0.24
F1 -7.5451 -1.2689 -1.0080  -0.32
C1 0.4404 -2.0972 0.0466  -0.22
F2 -8.4162 -0.5185 0.8113  -0.32
O1 3.8970 0.8166 -1.5473  -0.93
C2 6.4825 0.1997 1.4460  -0.09
C3 -7.2671 -0.9450 0.2613  0.98
O2 -3.0936 2.6578 0.6683  -0.66
C4 -0.6311 -1.2579 -0.2197  -0.02
C5 -5.4064 0.4133 -0.6987  0.12
O3 -2.2983 -0.2021 -2.6106  -0.59
C6 -2.3945 0.6787 -1.7934  0.68
C7 5.4141 -1.3637 -0.6469  -0.26
H2 -1.6425 1.7751 -0.2396  0.45
H3 4.8922 -1.3597 -1.6023  0.24
C8 6.7089 -0.5533 -0.7470  -0.09
N1 -4.4182 1.3141 -0.5924  -0.37
C9 -4.0671 1.9185 0.6267  0.62
H4 0.2572 -3.1389 0.2579  0.23
C10 -5.9220 0.6879 1.6278  -0.12
H5 -6.5381 0.4308 2.4758  0.24
S1 3.5748 0.4884 -0.1887  2.30
H6 -4.6796 2.0681 2.6722  0.24
N2 4.5274 -0.7844 0.3466  -0.69
H7 -4.1875 1.5060 -2.6607  0.23
C11 -4.9120 1.5848 1.7372  -0.29
O4 3.5690 1.5435 0.7830  -0.94
H8 2.5724 -2.2290 0.2628  0.24
H9 -3.2636 2.6678 -1.6526  0.25
H10 5.6330 -2.3922 -0.3425  0.20
C12 1.9321 -0.2472 -0.1896  -0.24
C13 -6.1751 0.0740 0.3772  -0.25
H11 5.3894 -1.5721 2.0547  0.20
H12 4.4944 -0.0379 2.2692  0.24
O5 7.3313 -0.4329 0.5135  -0.52
C14 0.8745 0.5934 -0.4710  -0.20
H13 7.4314 -1.0496 -1.3967  0.20
H14 6.2324 1.2154 1.1057  0.18
C15 -3.6041 1.6336 -1.7488  -0.31
H15 1.0655 1.6367 -0.6659  0.24
H16 7.0426 0.2514 2.3809  0.20
C16 -0.4231 0.0954 -0.5065  0.12
C17 5.1816 -0.5862 1.6273  -0.26
Cl1 -2.2318 -1.8832 -0.1374  0.04
F3 -6.9586 -2.0930 0.8912  -0.32
N3 -1.5028 0.9411 -0.8094  -0.65
C18 1.7293 -1.5912 0.0548  -0.20
H17 6.4680 0.4411 -1.1500  0.18

no.,largest force on an atom (eV/Å)
1,5.752
2,1.635
3,16.801
4,1.507
5,1.173